Computed, not measured: one molecule with the formula C5H12OS in a non-equilibrium geometry, with wB97M-V/def2-TZVPD.

Last column: Mulliken charge in e.
CARTESIAN COORDINATES (ANGSTROEM)
C  -1.914  -1.606  -0.025  -0.81
C  -0.918  -0.186  1.825  -1.17
C  2.138  0.779  -1.957  -1.60
C  -1.037  -0.432  0.307  0.08
C  1.342  0.961  -0.714  0.35
O  0.368  2.052  -0.714  -0.49
S  0.550  -0.768  -0.564  -0.26
H  -1.089  -2.448  0.277  0.15
H  -2.825  -1.762  0.691  0.31
H  -2.021  -1.770  -1.105  0.29
H  -0.340  -0.976  2.312  0.29
H  -1.876  -0.067  2.321  0.40
H  -0.436  0.929  1.849  0.27
H  1.567  0.358  -2.780  0.38
H  2.952  0.110  -1.709  0.38
H  2.560  1.629  -2.217  0.57
H  -1.358  0.468  -0.159  0.36
H  2.041  1.149  0.089  0.22
H  0.263  2.380  -1.573  0.28

Energy above the lowest of the compared OMol25 structures with the same formula, charge and spin (kcal per mole): 31.83
Kohn-Sham gap (alpha / beta) (Eh): 0.169 / 0.287
HOMO level (alpha / beta) (Eh): -0.1382 / -0.3742
2S+1: 3
<S²>: 2.004